(1)
This record from the OMol25 dataset describes a cluster of 6 separate species, C12H36O12 in total. The level of theory is ωB97M-V/def2-TZVPD.

Positions of all 60 atoms, in Å:
C -5.154 0.629 2.526
C -4.912 -0.504 1.482
O -4.695 -1.837 1.999
O -3.906 0.810 3.158
H -5.922 0.250 3.200
H -5.457 1.600 2.133
H -3.995 -0.263 0.945
H -5.729 -0.585 0.765
H -3.882 -1.905 2.505
H -3.770 0.133 3.825
C -1.285 -1.832 3.930
C -0.056 -2.611 3.562
O 0.629 -1.988 2.516
O -2.357 -1.749 2.972
H -1.106 -0.782 4.159
H -1.738 -2.314 4.796
H -0.458 -3.551 3.182
H 0.511 -2.916 4.441
H 0.588 -2.523 1.720
H -1.977 -1.246 2.248
C 4.708 3.509 -1.138
C 4.577 4.992 -0.727
O 4.334 5.094 0.706
O 3.890 2.525 -0.468
H 5.733 3.266 -0.860
H 4.794 3.556 -2.224
H 3.755 5.427 -1.296
H 5.444 5.583 -1.021
H 3.576 4.540 0.905
H 4.028 1.681 -0.903
C 5.386 0.211 -2.832
C 5.389 -1.332 -2.855
O 4.257 -1.857 -3.544
O 4.040 0.776 -2.575
H 5.584 0.600 -3.831
H 6.129 0.537 -2.104
H 5.227 -1.518 -1.794
H 6.312 -1.740 -3.266
H 4.444 -2.795 -3.626
H 3.380 0.366 -3.139
C -3.486 -2.148 -2.024
C -4.893 -1.613 -2.282
O -5.577 -2.177 -3.318
O -2.500 -1.223 -2.556
H -3.362 -3.196 -2.297
H -3.294 -2.036 -0.957
H -4.816 -0.561 -2.555
H -5.513 -1.943 -1.449
H -5.030 -1.959 -4.077
H -1.587 -1.429 -2.343
C -0.796 1.004 0.907
C 0.657 0.867 0.538
O 0.852 0.972 -0.868
O -1.384 -0.239 0.777
H -1.362 1.731 0.325
H -0.867 1.244 1.968
H 1.048 -0.079 0.916
H 1.245 1.637 1.037
H 1.729 1.319 -1.046
H -1.377 -0.407 -0.169

Computed properties:
Orbital gap (spin up / spin down) = 8.86 / 2.53 eV
M = 372.41 Da
Total charge = +1
Strongest force on any atom = 0.08188 hartree/bohr
Multiplicity = 2

Charges obtained by Mulliken population analysis, quoted in units of e: atom 1 (C): -0.5214, atom 2 (C): 0.1439, atom 3 (O): -0.2939, atom 4 (O): -0.3644, atom 5 (H): 0.3140, atom 6 (H): 0.3573, atom 7 (H): 0.0193, atom 8 (H): 0.4389, atom 9 (H): 0.6207, atom 10 (H): 0.3433, atom 11 (C): -0.5333, atom 12 (C): -0.6341, atom 13 (O): -0.4454, atom 14 (O): -0.5009, atom 15 (H): 0.3522, atom 16 (H): 0.4277, atom 17 (H): 0.3105, atom 18 (H): 0.3756, atom 19 (H): 0.2865, atom 20 (H): 0.2615, atom 21 (C): -0.2000, atom 22 (C): -0.5751, atom 23 (O): -0.5212, atom 24 (O): -0.4696, atom 25 (H): 0.2819, atom 26 (H): 0.2996, atom 27 (H): 0.2864, atom 28 (H): 0.3433, atom 29 (H): 0.3048, atom 30 (H): 0.2554, atom 31 (C): -0.3748, atom 32 (C): -0.4504, atom 33 (O): -0.5250, atom 34 (O): -0.5138, atom 35 (H): 0.3279, atom 36 (H): 0.2971, atom 37 (H): 0.2597, atom 38 (H): 0.3940, atom 39 (H): 0.3105, atom 40 (H): 0.2762, atom 41 (C): 0.2944, atom 42 (C): -0.5283, atom 43 (O): -0.5615, atom 44 (O): -0.5434, atom 45 (H): 0.3585, atom 46 (H): -0.1807, atom 47 (H): 0.3332, atom 48 (H): 0.2469, atom 49 (H): 0.3326, atom 50 (H): 0.2790, atom 51 (C): -0.4547, atom 52 (C): -0.2701, atom 53 (O): -0.5274, atom 54 (O): -0.3397, atom 55 (H): 0.3078, atom 56 (H): 0.3638, atom 57 (H): 0.1479, atom 58 (H): 0.3985, atom 59 (H): 0.2397, atom 60 (H): 0.1385

(2)
This record from the OMol25 dataset describes a cluster of 6 separate species, C12H36O6 in total. The level of theory is ωB97M-V/def2-TZVPD.

Positions of all 54 atoms, in Å:
C 2.832 -3.145 0.937
C 1.491 -3.437 0.170
O 1.430 -3.008 -1.179
H 3.142 -2.034 1.064
H 3.419 -3.964 0.378
H 2.825 -3.565 1.967
H 0.785 -2.880 0.856
H 1.305 -4.577 0.301
H 1.666 -3.678 -1.719
C -0.527 0.396 -4.632
C -1.915 0.448 -4.055
O -2.241 -0.624 -3.318
H 0.125 0.355 -3.889
H -0.187 1.173 -5.135
H -0.405 -0.444 -5.378
H -2.694 0.848 -4.595
H -1.895 1.374 -3.473
H -1.565 -0.895 -2.666
C 4.316 -0.351 -1.762
C 4.049 -0.111 -3.205
O 2.924 0.698 -3.240
H 4.324 0.583 -1.274
H 5.296 -0.838 -1.489
H 3.500 -0.655 -1.234
H 3.865 -1.130 -3.681
H 4.884 0.387 -3.761
H 3.086 1.092 -4.054
C -1.068 0.668 4.026
C -0.227 -0.537 4.447
O 0.919 0.037 5.084
H -0.490 1.114 3.190
H -1.313 1.255 5.071
H -2.060 0.479 3.738
H 0.005 -1.206 3.599
H -0.544 -1.188 5.284
H 1.629 -0.677 4.971
C -0.917 1.171 -0.403
C 0.084 -0.123 -0.420
O -0.549 -1.017 -1.250
H -0.649 1.876 0.310
H -1.891 0.928 0.004
H -0.975 1.591 -1.271
H 0.137 -0.418 0.563
H 1.032 0.179 -0.578
H 0.012 -1.728 -1.285
C -4.247 2.838 1.513
C -3.890 3.101 2.944
O -4.343 1.970 3.859
H -5.415 2.770 1.412
H -3.644 2.025 0.786
H -4.022 3.680 0.982
H -4.444 3.938 3.413
H -2.725 3.064 3.264
H -4.215 2.184 4.836

Computed properties:
Orbital gap = 9.39 eV
Structure (SMILES) = CCO.CCO.CCO.CCO.CCO.CCO
M = 276.41 Da
Strongest force on any atom = 0.12867 hartree/bohr

Charges obtained by Mulliken population analysis, quoted in units of e: atom 1 (C): -0.9908, atom 2 (C): -0.0656, atom 3 (O): -0.4519, atom 4 (H): 0.2415, atom 5 (H): 0.2604, atom 6 (H): 0.3803, atom 7 (H): 0.0420, atom 8 (H): 0.3483, atom 9 (H): 0.2397, atom 10 (C): -1.1016, atom 11 (C): -0.2713, atom 12 (O): -0.5840, atom 13 (H): 0.1981, atom 14 (H): 0.5705, atom 15 (H): 0.2590, atom 16 (H): 0.4908, atom 17 (H): 0.0841, atom 18 (H): 0.5004, atom 19 (C): -1.0400, atom 20 (C): -0.1065, atom 21 (O): -0.4400, atom 22 (H): 0.4070, atom 23 (H): 0.3254, atom 24 (H): 0.0448, atom 25 (H): 0.1863, atom 26 (H): 0.3552, atom 27 (H): 0.2532, atom 28 (C): -0.8820, atom 29 (C): -0.1793, atom 30 (O): -0.5240, atom 31 (H): 0.1701, atom 32 (H): 0.2251, atom 33 (H): 0.4769, atom 34 (H): 0.1090, atom 35 (H): 0.3073, atom 36 (H): 0.2983, atom 37 (C): -1.8908, atom 38 (C): -0.1261, atom 39 (O): -0.5785, atom 40 (H): 0.6576, atom 41 (H): 0.2734, atom 42 (H): 0.5784, atom 43 (H): 0.3200, atom 44 (H): 0.3164, atom 45 (H): 0.2856, atom 46 (C): -0.8755, atom 47 (C): -0.0423, atom 48 (O): -0.5795, atom 49 (H): 0.2696, atom 50 (H): 0.1108, atom 51 (H): 0.3875, atom 52 (H): 0.2794, atom 53 (H): 0.1777, atom 54 (H): 0.2995

(3)
This record from the OMol25 dataset describes a structure of composition C12H37HfO17P4. The level of theory is ωB97M-V/def2-TZVPD.

Positions of all 71 atoms, in Å:
Hf 1.977 0.707 2.586
O 0.469 -0.414 1.537
H -0.262 -0.827 1.053
C -3.076 -4.385 -1.151
O -3.355 -3.102 -0.582
P -3.963 -2.985 0.899
O -4.407 -1.601 1.150
O -5.033 -4.143 1.017
C -6.286 -3.965 0.305
O -2.746 -3.464 1.833
C -1.703 -2.561 2.022
H -2.080 -4.438 -1.592
H -3.721 -4.485 -2.028
H -3.283 -5.233 -0.503
H -6.329 -4.804 -0.385
H -6.336 -3.016 -0.228
H -7.106 -3.999 1.017
H -2.004 -1.522 1.838
H -0.900 -2.808 1.312
H -1.333 -2.609 3.047
C -2.920 1.118 0.746
O -2.522 2.000 1.806
P -1.213 2.877 1.908
O 0.023 2.131 2.276
O -1.061 3.678 0.548
C -2.199 4.436 0.007
O -1.665 3.991 2.943
C -0.684 4.944 3.401
H -3.174 0.112 1.087
H -2.221 1.001 -0.087
H -3.855 1.534 0.372
H -2.707 3.769 -0.684
H -1.767 5.323 -0.441
H -2.894 4.685 0.807
H -0.317 4.684 4.390
H -1.142 5.926 3.315
H 0.195 4.998 2.746
C 1.791 4.733 -0.608
O 2.211 3.585 -1.373
P 2.017 2.096 -0.840
O 2.190 1.891 0.627
O 0.593 1.615 -1.361
C -0.081 2.141 -2.528
O 3.091 1.297 -1.652
C 3.296 1.391 -3.060
H 2.660 5.374 -0.475
H 1.368 4.426 0.348
H 1.025 5.312 -1.123
H -1.159 2.141 -2.385
H 0.138 1.471 -3.358
H 0.256 3.148 -2.761
H 4.320 1.713 -3.236
H 2.653 2.068 -3.627
H 3.126 0.431 -3.547
C 4.561 -3.562 1.328
O 3.616 -3.133 0.328
P 3.450 -1.629 -0.101
O 3.160 -0.666 1.016
O 4.756 -1.187 -0.858
C 5.378 -2.023 -1.829
O 2.332 -1.705 -1.230
C 1.122 -2.472 -1.077
H 5.054 -2.748 1.865
H 5.368 -4.061 0.788
H 4.128 -4.266 2.031
H 6.439 -2.177 -1.629
H 5.261 -1.624 -2.833
H 5.004 -3.052 -1.823
H 1.061 -3.066 -1.990
H 0.221 -1.858 -1.076
H 1.191 -3.155 -0.232

Computed properties:
Orbital gap = 3.80 eV
M = 755.80 Da
Total charge = +3
Strongest force on any atom = 0.26314 hartree/bohr

Charges obtained by Mulliken population analysis, quoted in units of e: atom 1 (Hf): 1.5850, atom 2 (O): 0.3610, atom 3 (H): 0.0037, atom 4 (C): -0.7125, atom 5 (O): -0.2476, atom 6 (P): 1.1544, atom 7 (O): -0.7003, atom 8 (O): -0.3410, atom 9 (C): -0.6791, atom 10 (O): -0.3434, atom 11 (C): 0.0802, atom 12 (H): 0.2078, atom 13 (H): 0.3085, atom 14 (H): 0.3777, atom 15 (H): 0.2846, atom 16 (H): 0.3473, atom 17 (H): 0.2687, atom 18 (H): -0.3490, atom 19 (H): 0.2095, atom 20 (H): 0.2178, atom 21 (C): -0.2006, atom 22 (O): -0.3699, atom 23 (P): 0.4178, atom 24 (O): -0.1852, atom 25 (O): 0.2249, atom 26 (C): -0.8461, atom 27 (O): -0.3083, atom 28 (C): -0.6729, atom 29 (H): -0.0247, atom 30 (H): 0.0780, atom 31 (H): 0.3477, atom 32 (H): 0.2709, atom 33 (H): 0.3205, atom 34 (H): 0.3777, atom 35 (H): 0.2948, atom 36 (H): 0.3050, atom 37 (H): 0.2309, atom 38 (C): -0.4583, atom 39 (O): -0.3643, atom 40 (P): 0.8575, atom 41 (O): -0.5037, atom 42 (O): 0.2873, atom 43 (C): -1.0052, atom 44 (O): -0.0687, atom 45 (C): -0.7803, atom 46 (H): 0.3074, atom 47 (H): 0.0072, atom 48 (H): 0.2762, atom 49 (H): 0.2593, atom 50 (H): 0.3240, atom 51 (H): 0.3917, atom 52 (H): 0.2941, atom 53 (H): 0.3762, atom 54 (H): 0.3214, atom 55 (C): -0.7765, atom 56 (O): -0.1828, atom 57 (P): 0.8116, atom 58 (O): -0.5248, atom 59 (O): -0.2810, atom 60 (C): -0.7823, atom 61 (O): -0.2592, atom 62 (C): -0.8342, atom 63 (H): 0.3518, atom 64 (H): 0.3018, atom 65 (H): 0.3027, atom 66 (H): 0.3010, atom 67 (H): 0.2735, atom 68 (H): 0.3540, atom 69 (H): 0.3716, atom 70 (H): 0.2975, atom 71 (H): 0.4599

(4)
This record from the OMol25 dataset describes a cluster of 8 separate species, C12H38BF4O10 in total. The level of theory is ωB97M-V/def2-TZVPD.

Positions of all 65 atoms, in Å:
B -0.155 -0.128 0.069
F 1.022 0.363 0.627
F -0.325 -1.370 0.608
F -1.249 0.643 0.379
F -0.109 -0.172 -1.327
O -0.516 2.961 -1.057
H -1.279 2.636 -0.580
H 0.197 2.379 -0.795
O 2.349 -0.503 3.347
H 1.574 -0.126 2.931
H 2.595 -1.233 2.780
C 4.624 -0.690 -0.740
C 3.282 -0.778 -1.516
O 2.433 -1.863 -1.097
O 5.468 -1.784 -0.939
H 4.415 -0.630 0.328
H 5.160 0.210 -1.041
H 3.496 -0.956 -2.570
H 2.705 0.145 -1.454
H 1.647 -1.406 -0.791
H 4.967 -2.568 -0.703
C -3.403 -2.435 -0.425
C -4.161 -2.978 -1.697
O -5.530 -2.561 -1.599
O -3.411 -0.996 -0.355
H -2.398 -2.857 -0.411
H -3.906 -2.784 0.477
H -4.074 -4.064 -1.664
H -3.628 -2.630 -2.582
H -5.773 -2.467 -2.523
H -2.529 -0.653 -0.517
C -1.325 -2.279 5.080
C -0.786 -2.163 3.632
O -1.034 -0.837 3.107
O -2.683 -2.558 5.030
H -1.288 -1.346 5.642
H -0.793 -3.013 5.686
H -1.296 -2.881 2.989
H 0.263 -2.458 3.657
H -0.907 -0.778 2.157
H -3.074 -2.761 5.883
C -2.052 0.522 -5.047
C -1.840 -0.744 -4.275
C -0.449 -1.406 -4.432
O -2.037 -0.477 -2.931
H -1.860 0.343 -6.105
H -1.465 1.323 -4.595
H -3.135 0.638 -5.071
H -2.704 -1.382 -4.460
H -0.336 -1.710 -5.472
H -0.295 -2.363 -3.934
H 0.434 -0.827 -4.163
H -1.188 -0.625 -2.508
C 2.806 3.611 1.661
C 2.244 5.061 1.730
C 1.319 5.158 2.922
O 3.316 6.026 1.705
H 1.990 2.890 1.627
H 3.385 3.434 2.567
H 3.479 3.359 0.841
H 1.594 5.172 0.862
H 1.867 4.971 3.845
H 0.547 4.390 2.864
H 0.825 6.130 2.941
H 2.991 6.877 1.403

Computed properties:
Orbital gap (spin up / spin down) = 9.35 / 3.19 eV
M = 429.23 Da
Strongest force on any atom = 0.05088 hartree/bohr
Multiplicity = 2

Charges obtained by Mulliken population analysis, quoted in units of e: atom 1 (B): 0.4623, atom 2 (F): -0.1824, atom 3 (F): -0.4397, atom 4 (F): -0.4814, atom 5 (F): -0.1788, atom 6 (O): -0.6642, atom 7 (H): 0.3338, atom 8 (H): 0.2983, atom 9 (O): -0.6403, atom 10 (H): 0.2801, atom 11 (H): 0.3094, atom 12 (C): -0.4756, atom 13 (C): 0.0140, atom 14 (O): -0.6541, atom 15 (O): -0.5509, atom 16 (H): 0.2329, atom 17 (H): 0.3213, atom 18 (H): 0.3034, atom 19 (H): 0.1589, atom 20 (H): 0.1741, atom 21 (H): 0.3260, atom 22 (C): -0.1571, atom 23 (C): -0.0603, atom 24 (O): -0.4747, atom 25 (O): -0.1777, atom 26 (H): 0.2395, atom 27 (H): 0.4701, atom 28 (H): 0.3173, atom 29 (H): -0.0194, atom 30 (H): 0.3453, atom 31 (H): 0.2423, atom 32 (C): -0.5936, atom 33 (C): -0.0509, atom 34 (O): -0.5810, atom 35 (O): -0.5299, atom 36 (H): 0.2762, atom 37 (H): 0.3666, atom 38 (H): 0.1755, atom 39 (H): 0.2400, atom 40 (H): 0.3460, atom 41 (H): 0.2847, atom 42 (C): -1.3739, atom 43 (C): 0.6739, atom 44 (C): -1.4928, atom 45 (O): -0.3734, atom 46 (H): 0.3690, atom 47 (H): 0.3280, atom 48 (H): 0.3605, atom 49 (H): 0.1507, atom 50 (H): 0.4139, atom 51 (H): 0.4427, atom 52 (H): 0.3960, atom 53 (H): 0.4811, atom 54 (C): -1.0722, atom 55 (C): 0.5651, atom 56 (C): -1.2462, atom 57 (O): -0.5561, atom 58 (H): 0.0891, atom 59 (H): 0.3864, atom 60 (H): 0.3482, atom 61 (H): 0.2157, atom 62 (H): 0.3155, atom 63 (H): 0.3158, atom 64 (H): 0.3354, atom 65 (H): 0.3218